# 1
Computed, not measured: a structure of composition C26H39AlClN3O4S in a non-equilibrium geometry, with ωB97M-V with the def2-TZVPD basis set.

```
! RIJCOSX wB97M-V def2-TZVPD def2/J DEFGRID3
* xyz 0 1
O -1.418 0.364 -0.156
C -2.457 1.005 -0.803
C -3.800 0.397 -0.376
C -3.890 -0.668 0.522
H -2.979 -1.009 1.020
C -5.114 -1.320 0.714
H -5.154 -2.179 1.384
C -6.258 -0.866 0.048
H -7.207 -1.382 0.188
C -6.187 0.254 -0.788
H -7.075 0.632 -1.294
C -4.960 0.886 -0.987
H -4.868 1.747 -1.655
H -2.495 2.082 -0.538
C -1.520 2.120 -2.894
C -2.282 0.971 -2.332
H -1.692 2.223 -3.973
H -0.445 1.978 -2.715
H -1.834 3.054 -2.401
C -2.687 -0.104 -3.025
C -2.254 -0.458 -4.403
H -3.388 -0.806 -2.572
H -3.114 -0.511 -5.078
H -1.793 -1.452 -4.403
H -1.526 0.253 -4.797
Al 0.386 0.189 -0.133
Cl 0.571 -0.464 -2.248
C 2.404 -1.710 -0.332
O 2.144 -0.563 0.167
N 3.606 -2.256 -0.388
C 4.801 -1.537 0.038
C 3.842 -3.574 -0.997
H 1.575 -2.307 -0.736
H 4.516 -0.552 0.395
H 5.492 -1.462 -0.807
H 5.304 -2.100 0.830
H 2.888 -4.049 -1.261
H 4.378 -4.226 -0.293
H 4.465 -3.465 -1.898
H -2.835 0.363 4.823
H -1.300 -1.460 4.957
C -2.769 0.203 3.742
C -0.843 -1.348 3.972
N -1.395 -0.132 3.381
H -3.060 1.117 3.213
C -0.792 0.531 2.404
O 0.251 0.126 1.805
H 0.239 -1.265 4.073
H -1.278 1.470 2.103
H -3.453 -0.609 3.459
H -1.090 -2.231 3.365
H 3.291 4.330 -0.532
H 1.815 5.716 1.272
C 2.316 4.242 -1.027
C 0.934 5.349 0.731
N 1.249 4.146 -0.029
H 2.295 3.355 -1.660
C 0.689 2.991 0.285
O 1.011 1.910 -0.312
H 0.143 5.113 1.451
H -0.074 2.997 1.083
H 2.155 5.147 -1.621
H 0.588 6.146 0.063
S -0.744 -2.530 0.459
C 0.339 -3.584 1.206
C 1.373 -3.136 2.079
C 2.363 -4.020 2.486
C 2.325 -5.361 2.085
C 1.264 -5.828 1.298
C 0.260 -4.964 0.893
H 1.371 -2.096 2.402
H 3.170 -3.652 3.124
H 3.117 -6.042 2.400
H 1.217 -6.877 1.004
H -0.590 -5.292 0.294
*
```

Calculated values
F_max ... 2.54 eV/Å
E_LUMO ... -0.11 eV

# 2
Computed, not measured: a structure of composition C26H39AsN3O6S2Si3W in a non-equilibrium geometry, with ωB97M-V with the def2-TZVPD basis set.

```
! RIJCOSX wB97M-V def2-TZVPD def2/J DEFGRID3
* xyz 1 3
W -0.609 -0.496 -0.177
O 2.110 1.876 -2.189
C 1.434 1.251 -1.417
O 0.302 0.641 -1.657
C 1.870 1.069 0.053
C 3.177 1.130 0.509
C 3.493 0.469 1.689
C 2.533 -0.322 2.325
C 1.240 -0.254 1.853
N 0.915 0.571 0.847
C 0.097 -1.193 2.321
O 0.271 -2.100 3.076
O -1.065 -0.853 1.761
H 3.931 1.610 -0.100
H 4.509 0.495 2.060
H 2.772 -0.995 3.137
O -0.907 -5.191 0.909
C -2.127 -4.907 0.433
C -3.141 -5.829 0.706
C -4.424 -5.596 0.270
C -4.746 -4.442 -0.451
C -3.756 -3.534 -0.732
C -2.433 -3.749 -0.307
C -1.420 -2.776 -0.699
O -1.786 -1.722 -1.384
N -0.162 -2.926 -0.286
N 0.811 -2.055 -0.890
C 1.964 -2.640 -0.907
S 2.219 -4.276 -0.402
C 4.022 -4.205 -0.608
C 4.330 -3.301 -1.783
S 3.335 -1.798 -1.585
H -0.311 -4.440 0.726
H -2.886 -6.716 1.270
H -5.196 -6.320 0.494
H -5.759 -4.274 -0.787
H -3.971 -2.640 -1.299
H 4.373 -5.222 -0.775
H 4.463 -3.822 0.312
H 4.070 -3.771 -2.731
H 5.378 -3.006 -1.803
C -5.757 2.015 0.222
Si -4.422 0.750 -0.094
C -4.478 -0.546 1.249
C -4.663 0.044 -1.808
As -2.175 1.582 -0.064
Si -1.930 2.934 1.904
C -0.573 4.185 1.596
C -3.543 3.798 2.275
C -1.465 1.882 3.376
Si -2.023 2.992 -2.003
C -1.952 1.886 -3.503
C -0.548 4.131 -1.912
C -3.582 4.030 -1.995
H -6.694 1.463 0.086
H -5.767 2.846 -0.481
H -5.759 2.412 1.233
H -5.414 -1.107 1.182
H -4.451 -0.061 2.229
H -3.654 -1.260 1.217
H -5.554 -0.590 -1.818
H -3.818 -0.548 -2.158
H -4.832 0.849 -2.528
H -0.916 5.039 1.013
H 0.303 3.768 1.095
H -0.253 4.560 2.572
H -4.046 4.213 1.402
H -3.327 4.631 2.951
H -4.240 3.132 2.786
H -0.647 1.195 3.174
H -2.306 1.293 3.744
H -1.142 2.555 4.174
H -0.922 1.636 -3.753
H -2.398 2.419 -4.347
H -2.497 0.951 -3.372
H 0.390 3.652 -1.635
H -0.721 4.968 -1.237
H -0.405 4.538 -2.917
H -4.433 3.490 -2.414
H -3.417 4.917 -2.611
H -3.869 4.381 -1.002
*
```

Calculated values
F_max ... 2.13 eV/Å
E_LUMO (alpha / beta) ... -3.61 / -3.94 eV

# 3
Computed, not measured: a structure of composition C26H39BF4IN2O2SiTi, with ωB97M-V with the def2-TZVPD basis set.

```
! RIJCOSX wB97M-V def2-TZVPD def2/J DEFGRID3
* xyz 1 1
Ti 0.332 -0.078 -0.807
C 1.646 2.874 -4.147
C 1.192 3.470 -2.852
N 1.287 4.783 -2.712
C 0.851 5.374 -1.597
C 0.238 4.710 -0.551
C -0.292 5.467 0.640
O -1.699 5.324 0.785
C 0.134 3.311 -0.668
C -0.678 2.549 0.257
N -0.796 1.261 0.267
C -1.948 0.734 0.958
C -2.075 0.827 2.331
C -3.220 0.335 2.943
C -4.221 -0.242 2.180
C -4.090 -0.341 0.802
C -2.948 0.145 0.188
I -2.745 -0.024 -1.885
C 0.664 2.695 -1.803
O 0.642 1.359 -1.879
H 1.058 3.294 -4.963
H 1.543 1.791 -4.160
H 2.688 3.137 -4.327
H 0.983 6.449 -1.548
H 0.001 6.516 0.560
H 0.140 5.085 1.567
H -2.141 5.852 0.111
H -1.341 3.123 0.904
H -1.280 1.272 2.916
H -3.324 0.402 4.017
H -5.111 -0.628 2.657
H -4.871 -0.799 0.213
F -0.542 -4.190 0.869
B -1.600 -3.542 0.424
F -1.897 -3.586 -0.860
F -2.445 -3.003 1.277
F -0.362 -1.493 0.131
C 5.407 0.752 0.088
C 3.984 1.048 -0.423
C 4.105 1.337 -1.926
C 3.511 2.352 0.242
Si 2.795 -0.418 -0.041
C 2.918 -1.066 1.767
C 2.998 0.085 2.784
C 1.714 -1.917 2.200
C 4.184 -1.929 1.925
C 2.876 -1.817 -1.381
C 4.340 -2.174 -1.703
C 2.175 -3.116 -0.956
C 2.228 -1.364 -2.702
H 6.050 1.594 -0.186
H 5.842 -0.142 -0.358
H 5.462 0.649 1.169
H 4.704 2.242 -2.060
H 3.144 1.511 -2.402
H 4.610 0.541 -2.471
H 4.188 3.160 -0.050
H 3.512 2.308 1.327
H 2.512 2.643 -0.082
H 2.134 0.753 2.720
H 3.899 0.687 2.699
H 2.995 -0.348 3.788
H 0.788 -1.340 2.236
H 1.906 -2.283 3.212
H 1.535 -2.783 1.567
H 5.100 -1.404 1.656
H 4.141 -2.848 1.344
H 4.274 -2.218 2.976
H 4.885 -2.515 -0.823
H 4.893 -1.348 -2.144
H 4.346 -2.993 -2.428
H 2.562 -3.525 -0.026
H 2.343 -3.866 -1.734
H 1.095 -3.016 -0.838
H 2.695 -0.487 -3.147
H 1.140 -1.123 -2.660
H 2.260 -2.185 -3.423
*
```

Calculated values
F_max ... 0.61 eV/Å
E_LUMO (alpha / beta) ... -4.55 / -4.55 eV

# 4
Computed, not measured: a structure of composition C26H39NO4PtTe, with ωB97M-V with the def2-TZVPD basis set.

```
! RIJCOSX wB97M-V def2-TZVPD def2/J DEFGRID3
* xyz 1 2
Pt -0.119 -0.270 0.432
C 2.943 1.042 0.820
O 2.253 -0.164 0.523
C 2.861 -0.906 -0.516
C 1.960 -2.085 -0.816
O 0.608 -1.660 -1.048
C 0.230 -1.471 -2.423
C 0.881 -0.289 -3.107
O 0.674 0.869 -2.342
C 1.292 2.006 -2.914
H 3.929 0.817 1.234
H 2.343 1.578 1.550
H 3.051 1.652 -0.081
H 3.847 -1.264 -0.199
H 2.989 -0.267 -1.396
H 1.916 -2.757 0.043
H 2.322 -2.634 -1.688
H -0.853 -1.362 -2.398
H 0.484 -2.383 -2.972
H 0.421 -0.201 -4.102
H 1.954 -0.464 -3.267
H 0.900 2.209 -3.915
H 2.378 1.872 -2.984
H 1.075 2.851 -2.266
C -1.843 2.783 0.570
C -1.955 1.825 1.714
O -2.799 1.981 2.622
N -1.127 0.772 1.805
Te -1.896 -0.283 3.371
C -0.271 -1.664 3.240
C 1.056 -1.324 3.524
C 1.512 0.052 3.907
C 2.030 -2.315 3.443
C 1.731 -3.617 3.074
C 2.797 -4.673 3.005
C 0.413 -3.920 2.757
C -0.594 -2.967 2.827
C -1.977 -3.363 2.376
C -1.306 0.488 5.281
C -0.817 1.752 5.593
C -0.706 2.904 4.632
C -0.391 1.991 6.898
C -0.435 1.026 7.889
C 0.052 1.303 9.281
C -0.963 -0.215 7.555
C -1.409 -0.506 6.274
C -1.965 -1.894 6.059
H -2.614 3.543 0.647
H -1.931 2.250 -0.377
H -0.858 3.253 0.591
H 0.846 0.830 3.543
H 2.502 0.245 3.495
H 1.588 0.147 4.991
H 3.056 -2.053 3.673
H 3.761 -4.286 3.329
H 2.907 -5.051 1.987
H 2.542 -5.522 3.638
H 0.159 -4.930 2.452
H -2.109 -4.441 2.442
H -2.125 -3.068 1.331
H -2.773 -2.899 2.959
H -1.202 2.717 3.685
H 0.342 3.148 4.448
H -1.170 3.784 5.076
H -0.011 2.978 7.138
H 0.392 2.331 9.385
H 0.882 0.642 9.537
H -0.739 1.129 10.011
H -1.047 -0.980 8.319
H -2.390 -2.258 6.992
H -1.181 -2.592 5.755
H -2.766 -1.942 5.319
*
```

Calculated values
F_max ... 0.72 eV/Å
E_LUMO (alpha / beta) ... -2.09 / -3.11 eV

# 5
Computed, not measured: a structure of composition C26H40BIrN10 in a non-equilibrium geometry, with ωB97M-V with the def2-TZVPD basis set.

```
! RIJCOSX wB97M-V def2-TZVPD def2/J DEFGRID3
* xyz 3 6
Ir 0.730 -0.146 -0.136
C 3.423 -1.474 -2.234
C 3.283 -2.406 -1.043
N 1.952 -2.305 -0.411
C 1.885 -3.095 0.825
C 1.986 -2.262 2.077
C 2.500 -2.838 3.232
C 2.443 -2.133 4.420
C 1.853 -0.877 4.414
C 1.356 -0.368 3.227
C 0.560 0.918 3.266
N 0.855 1.856 2.192
C 1.918 1.833 1.460
C 3.116 0.391 -0.623
N 3.098 -0.100 -1.889
N 1.449 -1.039 2.067
H 2.789 -1.788 -3.062
H 4.458 -1.516 -2.589
H 4.048 -2.182 -0.300
H 3.469 -3.428 -1.385
H 1.280 -2.680 -1.059
H 2.657 -3.866 0.838
H 0.921 -3.609 0.866
H 2.930 -3.831 3.199
H 2.819 -2.560 5.341
H 1.757 -0.308 5.330
H 0.719 1.412 4.226
H -0.504 0.667 3.206
H 0.148 2.559 1.992
H 2.737 1.184 1.740
H 2.083 2.646 0.766
H 3.608 -0.229 0.114
H 3.341 1.442 -0.559
H 2.961 0.545 -2.656
C -1.163 -2.480 2.595
C -1.762 -1.271 1.953
C -3.022 -0.766 2.277
C -3.285 0.247 1.370
C -4.504 1.093 1.292
N -2.212 0.335 0.554
N -1.267 -0.579 0.913
B -2.180 1.042 -0.812
N -1.786 0.013 -1.912
N -0.665 -0.801 -1.901
C -0.771 -1.679 -2.930
C 0.150 -2.766 -3.387
C -1.942 -1.403 -3.619
C -2.566 -0.308 -2.940
C -3.819 0.355 -3.328
N -1.203 2.217 -0.824
N 0.150 2.039 -0.899
C 0.679 3.258 -1.110
C 2.098 3.627 -1.402
C -0.338 4.215 -1.119
C -1.523 3.521 -0.948
C -2.897 4.088 -0.915
H -1.917 -2.925 3.240
H -0.894 -3.219 1.839
H -0.289 -2.267 3.207
H -3.673 -1.119 3.060
H -5.165 0.852 2.120
H -4.264 2.154 1.340
H -5.054 0.928 0.363
H -3.266 1.438 -1.058
H 0.736 -3.245 -2.613
H -0.454 -3.547 -3.845
H 0.822 -2.397 -4.163
H -2.310 -1.921 -4.491
H -4.168 -0.038 -4.280
H -4.601 0.186 -2.581
H -3.682 1.435 -3.415
H 2.798 2.801 -1.397
H 2.132 4.079 -2.393
H 2.438 4.397 -0.708
H -0.220 5.276 -1.262
H -2.854 5.158 -1.097
H -3.537 3.639 -1.675
H -3.378 3.929 0.051
*
```

Calculated values
F_max ... 1.34 eV/Å
E_LUMO (alpha / beta) ... -8.76 / -12.08 eV

# 6
Computed, not measured: a structure of composition C26H40BrNOP2Zn in a non-equilibrium geometry, with ωB97M-V with the def2-TZVPD basis set.

```
! RIJCOSX wB97M-V def2-TZVPD def2/J DEFGRID3
* xyz 2 1
N -6.916 5.235 -4.144
C -6.647 5.744 -2.934
C -5.751 5.113 -2.045
C -5.052 3.946 -2.453
C -5.376 3.439 -3.730
C -6.307 4.107 -4.542
C -4.037 3.319 -1.612
Zn 0.415 -0.314 1.331
P 4.859 -0.640 1.119
C -3.144 2.391 -2.051
C -2.034 2.009 -1.229
C -0.806 1.603 -1.798
C 0.353 1.606 -1.035
C 0.307 2.008 0.369
C -1.016 2.098 0.978
C -2.134 2.161 0.165
Br 1.593 3.363 0.794
H -3.956 3.714 -0.599
H -3.170 2.055 -3.085
H -5.600 5.574 -1.065
H -4.863 2.566 -4.109
H -7.173 6.680 -2.661
H -6.561 3.703 -5.535
H -0.868 1.343 -2.851
H -3.145 2.285 0.564
H 1.300 1.350 -1.492
H -1.130 2.187 2.049
P -0.379 -2.328 0.821
C 4.776 1.183 1.142
C 6.099 1.832 0.682
H 4.553 1.435 2.191
H 3.926 1.475 0.516
H 6.088 2.912 0.887
H 6.944 1.368 1.214
H 6.258 1.696 -0.397
C 4.307 -1.280 -0.514
C 5.381 -2.237 -1.106
H 4.153 -0.389 -1.158
H 3.356 -1.817 -0.327
H 5.178 -2.413 -2.176
H 6.397 -1.808 -0.992
H 5.374 -3.225 -0.608
C 3.824 -1.324 2.414
C 4.739 -1.913 3.488
H 3.190 -2.074 1.935
H 3.220 -0.499 2.790
H 4.219 -2.675 4.068
H 5.636 -2.370 3.050
H 5.090 -1.150 4.195
C -0.433 -3.461 2.251
C -1.537 -4.515 2.106
H -0.561 -2.824 3.141
H 0.558 -3.949 2.316
H -2.511 -4.132 2.438
H -1.637 -4.837 1.060
H -1.297 -5.404 2.701
C 0.506 -3.170 -0.523
C 0.027 -2.729 -1.931
H 0.376 -4.262 -0.413
H 1.584 -2.930 -0.386
H -1.000 -3.099 -2.153
H 0.019 -1.625 -2.045
H 0.711 -3.166 -2.684
C -2.091 -2.065 0.318
C -3.062 -1.563 1.399
H -2.446 -3.018 -0.092
H -2.043 -1.348 -0.515
H -3.782 -0.876 0.931
H -3.628 -2.393 1.847
H -2.583 -1.017 2.224
O -0.588 -0.309 4.258
C -0.051 -0.351 3.239
*
```

Calculated values
F_max ... 6.57 eV/Å
E_LUMO ... -8.00 eV